{"formula": "C14H41ClN5O14", "method": "ωB97M-V/def2-TZVPD", "total_charge": -1, "energy_ev": -63814.8818, "homo_energy_ha": -0.257, "species": ["Cl", "O", "O", "O", "O", "C", "O", "N", "N", "H", "H", "H", "H", "C", "O", "N", "N", "H", "H", "H", "H", "C", "O", "C", "C", "N", "C", "C", "O", "C", "H", "H", "H", "H", "H", "H", "H", "H", "H", "H", "H", "H", "H", "H", "H", "C", "C", "O", "O", "H", "H", "H", "H", "H", "H", "C", "C", "O", "O", "H", "H", "H", "H", "H", "H", "C", "C", "O", "O", "H", "H", "H", "H", "H", "H"], "positions_angstrom": [[-36.3157, 16.5952, 17.0393], [-36.0598, 15.1549, 16.9813], [-37.6352, 16.7918, 16.5209], [-36.2308, 17.0133, 18.4144], [-35.3165, 17.3275, 16.3111], [-40.8968, 18.7743, 17.3270], [-41.8507, 19.5494, 17.3361], [-40.6829, 17.8432, 16.3466], [-39.7883, 18.8935, 18.1528], [-41.4655, 17.6216, 15.7590], [-39.8744, 17.2532, 16.3813], [-39.0183, 18.4868, 17.6507], [-39.7519, 19.7076, 18.7414], [-39.0354, 12.6864, 17.0623], [-39.8380, 11.8066, 16.7782], [-38.1900, 12.6113, 18.1517], [-38.8608, 13.8474, 16.3507], [-38.3174, 11.8313, 18.7652], [-37.5754, 13.3699, 18.3808], [-38.1219, 14.4611, 16.6419], [-39.3671, 13.9988, 15.4956], [-31.4011, 8.4067, 10.9956], [-32.4656, 9.3231, 10.9810], [-32.0740, 10.7101, 10.9734], [-33.3088, 11.5414, 11.2833], [-32.8811, 12.9365, 11.3786], [-33.9881, 13.8552, 11.7770], [-33.4739, 15.2818, 11.8204], [-32.5042, 15.5149, 12.8318], [-33.0462, 15.4960, 14.1385], [-30.9551, 8.2248, 11.9750], [-30.6005, 8.6727, 10.2941], [-31.8492, 7.4938, 10.6014], [-31.5847, 10.7837, 9.9965], [-31.3243, 10.9457, 11.7391], [-33.8897, 11.1714, 12.1210], [-33.9130, 11.4067, 10.3695], [-32.5296, 13.2169, 10.4719], [-34.3785, 13.4921, 12.7224], [-34.6850, 13.7182, 10.9402], [-34.3283, 15.9118, 12.0944], [-33.0346, 15.6154, 10.8827], [-33.7490, 16.2984, 14.3516], [-32.2622, 15.4394, 14.8963], [-33.4458, 14.4897, 14.3116], [-32.6643, 15.5867, 19.8084], [-33.6899, 15.3955, 20.8910], [-34.5511, 16.4852, 21.1168], [-31.9555, 14.3434, 19.6464], [-31.8811, 16.2634, 20.1721], [-33.0635, 15.9247, 18.8502], [-33.1425, 15.1517, 21.8020], [-34.3401, 14.5586, 20.5934], [-35.0383, 16.6899, 20.3113], [-31.2408, 14.4385, 19.0169], [-35.9840, 20.9551, 18.9370], [-37.2312, 20.4824, 19.6686], [-38.3351, 21.3704, 19.4628], [-36.1365, 20.4750, 17.5702], [-35.0328, 20.6150, 19.3414], [-35.9940, 22.0479, 18.9210], [-37.0150, 20.3461, 20.7354], [-37.5266, 19.5088, 19.2660], [-38.0375, 21.7983, 18.6461], [-35.6866, 19.6209, 17.5413], [-38.7645, 14.5240, 12.6238], [-37.7706, 15.3495, 13.4075], [-36.8944, 16.0556, 12.5129], [-39.5689, 13.7552, 13.4985], [-38.2743, 13.7605, 12.0054], [-39.2885, 15.2460, 11.9855], [-37.1058, 14.7651, 14.0520], [-38.2687, 16.0846, 14.0461], [-36.5409, 16.8046, 12.9995], [-40.3172, 13.3427, 13.0670]], "atomic_forces_ev_per_a": [[1.15, -1.78, 0.82], [0.13, 0.74, -0.15], [-0.71, 0.84, -0.38], [-0.37, 0.37, 0.53], [-0.23, 0.07, -0.61], [0.65, 1.71, -0.32], [0.04, -0.97, 0.35], [-0.69, 0.04, 0.03], [-1.44, -0.94, -0.69], [0.13, -0.10, -0.02], [-0.01, -0.38, -0.06], [0.97, 0.42, 0.86], [0.44, 0.18, -0.21], [0.24, 0.61, -0.26], [0.12, 0.13, 0.12], [-0.40, -0.25, -0.37], [-0.23, -0.64, 0.70], [0.09, 0.03, 0.10], [0.09, -0.04, 0.12], [0.06, 0.27, -0.32], [0.11, -0.18, -0.05], [-0.34, -0.24, -0.78], [0.04, 0.48, 0.70], [0.25, -1.56, 0.95], [0.64, 0.49, -2.53], [-0.18, -0.10, 1.30], [1.55, -1.07, -1.77], [-0.69, 0.33, 1.50], [0.60, 0.25, -0.04], [0.37, -1.59, 0.15], [-0.13, 0.17, 0.18], [0.03, 0.24, 0.03], [0.24, -0.26, 0.27], [-0.28, 1.10, -0.12], [0.07, -0.30, 0.05], [0.35, 0.09, 0.35], [-0.63, -0.02, 0.32], [0.01, 0.11, 0.01], [-0.27, 0.20, -0.02], [-0.87, 0.61, 0.57], [-0.17, 0.11, -0.58], [-0.02, -0.15, -0.11], [-0.15, -0.01, -0.05], [0.42, 0.85, -0.36], [-0.90, 0.29, 0.00], [1.72, 0.07, -0.13], [-0.95, -0.86, -0.60], [0.50, 0.73, 0.38], [-0.71, -0.50, 0.25], [-0.47, 0.64, -0.19], [-0.26, 0.08, 0.11], [-0.34, 0.06, 0.15], [0.48, -0.30, 0.21], [-0.08, -0.14, -0.22], [-0.02, 0.25, -0.13], [-0.90, -0.69, -1.16], [0.25, -0.65, 0.82], [0.92, 0.19, -0.26], [0.73, 0.66, 0.50], [-0.11, -0.10, 0.29], [0.19, 0.03, -0.11], [-0.35, 0.30, -0.01], [0.37, -0.09, 0.14], [-0.86, 0.21, 0.02], [-0.20, -0.07, -0.23], [0.45, -0.56, -0.71], [1.05, 0.29, 0.70], [-0.49, -0.15, -0.46], [-0.31, 0.67, 0.86], [0.41, 0.65, -0.33], [-0.38, -0.33, 0.03], [-0.49, -0.38, 0.12], [-0.29, -0.23, -0.01], [0.01, 0.02, 0.06], [0.02, 0.08, -0.31]], "lowdin_charge": [0.6471, -0.3714, -0.3651, -0.3578, -0.3451, -0.6564, -0.0019, 0.1509, 0.1580, 0.0983, 0.0569, 0.0615, 0.0760, -0.6639, -0.0039, 0.1442, 0.1711, 0.0894, 0.0783, 0.0354, 0.0642, -0.1366, -0.2098, -0.2174, -0.2136, -0.0784, -0.1881, -0.2135, -0.1935, -0.1001, 0.0837, 0.0809, 0.0841, 0.1206, 0.1212, 0.1267, 0.1166, 0.1061, 0.1084, 0.1186, 0.0998, 0.1217, 0.0778, 0.0869, 0.0818, -0.2362, -0.2652, -0.0636, -0.0856, 0.1172, 0.1194, 0.1227, 0.1265, 0.0490, 0.0729, -0.2035, -0.2456, -0.0776, -0.0856, 0.1183, 0.1160, 0.1197, 0.0913, 0.0817, 0.0556, -0.2332, -0.2377, -0.0816, -0.0755, 0.1227, 0.1232, 0.1193, 0.1111, 0.0805, 0.0943]}

=====

{"formula": "C14H41N7O5", "method": "ωB97M-V/def2-TZVPD", "relative_energy_kcal_mol": 83.0, "total_charge": 0, "energy_ev": -35848.6478, "homo_energy_ha": -0.319, "species": ["C", "O", "C", "C", "C", "N", "H", "H", "H", "H", "H", "H", "H", "H", "H", "H", "H", "C", "O", "C", "C", "C", "N", "H", "H", "H", "H", "H", "H", "H", "H", "H", "H", "H", "C", "O", "C", "C", "C", "N", "H", "H", "H", "H", "H", "H", "H", "H", "H", "H", "H", "N", "C", "N", "O", "H", "H", "H", "H", "N", "C", "N", "O", "H", "H", "H", "H"], "positions_angstrom": [[17.3697, 4.9596, 2.7736], [16.3888, 5.0317, 1.6997], [16.9053, 6.0376, 0.7298], [16.0913, 6.1883, -0.5274], [15.8504, 4.8628, -1.3551], [16.5743, 7.1177, -1.5123], [16.9597, 4.3642, 3.5894], [17.7273, 5.9351, 3.1034], [18.3031, 4.4407, 2.5555], [16.8651, 6.9859, 1.2657], [17.9148, 5.7153, 0.4745], [15.1160, 6.6649, -0.4288], [16.7695, 4.5383, -1.8429], [15.0417, 4.9917, -2.0744], [15.5577, 4.0805, -0.6547], [16.5745, 8.0490, -1.1216], [17.5211, 6.8488, -1.7388], [12.0705, 11.9595, -0.4059], [12.1499, 10.7674, -1.0850], [11.3359, 10.6013, -2.2343], [11.3889, 9.1740, -2.8075], [10.7884, 8.1276, -1.9112], [12.8105, 8.8334, -3.0482], [11.1498, 12.1144, 0.1565], [12.1771, 12.8040, -1.0868], [12.8876, 12.0285, 0.3123], [10.3086, 10.8230, -1.9451], [11.7497, 11.3489, -2.9110], [10.7452, 9.0894, -3.6830], [9.7717, 8.3859, -1.6151], [11.3314, 8.1767, -0.9674], [10.9682, 7.0986, -2.2225], [13.3361, 9.0939, -2.2261], [13.2521, 9.3614, -3.7873], [21.3536, 13.6630, -1.4853], [21.2064, 12.4585, -0.7496], [20.3774, 12.4912, 0.4353], [20.3332, 11.0356, 0.9566], [19.3697, 10.7663, 2.1848], [21.6503, 10.6634, 1.3696], [22.1567, 13.4337, -2.1856], [21.5655, 14.4957, -0.8145], [20.4022, 13.8800, -1.9709], [20.7326, 13.3185, 1.0498], [19.4549, 12.8738, -0.0013], [19.9843, 10.3619, 0.1740], [19.6355, 11.2393, 3.1302], [19.4365, 9.6841, 2.2965], [18.3255, 11.0327, 2.0212], [22.3255, 10.7474, 0.6232], [21.9585, 11.3648, 2.0277], [14.6261, 12.7053, -3.8024], [14.9194, 11.4842, -4.1509], [16.1736, 11.3936, -3.8817], [14.3003, 10.6515, -4.7449], [13.7038, 13.1146, -3.8446], [15.4137, 13.2526, -3.4860], [16.6371, 12.1972, -3.4822], [16.6577, 10.5103, -3.9555], [14.7008, 9.2098, 0.6927], [15.6324, 9.7600, -0.0513], [14.9978, 10.5230, -0.8624], [16.8028, 9.5614, 0.0284], [13.7376, 9.3710, 0.4351], [15.0246, 8.4959, 1.3296], [15.6118, 10.8739, -1.5835], [14.0278, 10.7591, -0.7098]], "atomic_forces_ev_per_a": [[-0.52, -0.44, -0.31], [1.71, 0.95, -0.15], [-0.85, -0.94, 1.11], [-2.01, -1.40, -2.30], [-0.05, 0.33, 1.77], [1.20, 0.33, -0.19], [-0.40, 0.40, 0.03], [-0.56, 0.31, 0.18], [0.02, -0.27, -0.92], [0.61, 0.22, -0.07], [0.27, 0.33, -0.06], [-0.46, -0.70, 1.31], [0.04, 0.12, -0.13], [0.26, 0.20, -0.04], [-0.03, -0.22, -0.06], [0.58, -0.02, -0.13], [0.39, 0.37, -0.33], [-0.25, 1.23, 0.21], [0.50, -2.02, 0.64], [-0.68, 0.25, 0.11], [1.43, 0.14, 0.02], [0.60, 0.30, 1.93], [-0.74, -0.52, -0.19], [-0.32, -0.23, -0.03], [0.02, 0.28, -0.20], [0.08, -0.14, 0.04], [-0.27, 0.37, -0.12], [-0.50, -0.09, -0.75], [0.61, 0.67, -0.64], [-0.28, -0.41, -0.41], [0.16, -0.03, 0.35], [-0.48, 0.24, -0.53], [0.05, -0.22, 0.27], [-0.32, 0.09, -0.34], [-0.56, -1.02, 0.91], [0.81, -0.58, 0.39], [-0.54, 0.28, -2.52], [-1.18, 1.29, 1.33], [0.34, 0.03, -0.99], [1.06, -0.48, 0.43], [-0.15, 0.53, -0.08], [0.40, 0.21, -0.06], [-0.03, 0.20, -0.46], [0.29, -0.44, 0.89], [-0.94, -0.29, 0.59], [0.07, 0.29, -0.24], [0.53, 0.10, -0.13], [-0.18, 0.05, 0.31], [0.04, -0.04, -0.44], [-0.13, -0.12, -0.42], [0.12, -0.04, 0.47], [-3.23, 4.38, 1.12], [-0.45, -0.23, -1.54], [6.14, -2.27, 1.26], [-1.98, -1.27, -0.62], [0.32, -0.13, -0.17], [-1.19, 0.48, 0.01], [0.54, -1.00, -0.08], [0.03, 0.26, -0.12], [-1.11, -2.50, 3.31], [-1.47, -0.59, 1.50], [0.31, 3.74, -4.24], [3.34, -0.31, 0.07], [0.12, -0.76, 0.53], [-0.73, 0.06, 0.11], [-0.82, 0.64, -0.26], [0.39, 0.07, -0.95]], "nbo_charge": [-0.2627, -0.5500, -0.0830, -0.0838, -0.6081, -0.8250, 0.1923, 0.1688, 0.1657, 0.1761, 0.1704, 0.1923, 0.1922, 0.2209, 0.2074, 0.3734, 0.3359, -0.2465, -0.5860, -0.0590, -0.0790, -0.6111, -0.8499, 0.1779, 0.1619, 0.1865, 0.1663, 0.1697, 0.2018, 0.2007, 0.1939, 0.2363, 0.3466, 0.3966, -0.2406, -0.5727, -0.0794, -0.0659, -0.6130, -0.8209, 0.2001, 0.1632, 0.1554, 0.1649, 0.1585, 0.2109, 0.1960, 0.2237, 0.2155, 0.3654, 0.3389, -0.8222, 0.7501, -0.8203, -0.6548, 0.4048, 0.3750, 0.3699, 0.4176, -0.8414, 0.7559, -0.8494, -0.6859, 0.3947, 0.4031, 0.3976, 0.4160]}